No. 1
{"formula": "C5H16N2OS", "method": "ωB97M-V/def2-TZVPD", "largest_force_ev_per_a": 1.27, "e_tot_ev": -21306.6788, "relative_energy_kj_mol": 48.5, "homo_ev": -8.2, "lumo_energy_ev": 0.84, "smiles": "CNC[C@@H](CS)NC.O", "orbital_gap_ev": 9.05, "species": ["H", "C", "H", "H", "H", "C", "C", "N", "H", "H", "H", "N", "H", "H", "S", "C", "H", "H", "H", "O", "H", "H", "H", "H", "C"], "xyz": [[0.29528, 0.66106, 1.50420], [-0.69239, 0.18611, -1.38129], [-0.14517, -1.60392, -2.24027], [-0.62042, 0.70503, -2.34349], [-0.65678, -2.12623, 0.29581], [0.48000, 2.19165, -0.51349], [0.53297, 0.65945, -0.57761], [-0.85154, -1.23195, -1.62963], [2.66047, -0.44703, 0.53201], [1.53240, -1.81990, 0.86288], [2.50764, 1.88264, 0.83750], [0.63137, 0.08704, 0.74806], [-1.47322, -0.24898, 1.56690], [1.41283, 0.30686, -1.12988], [1.94851, 2.94724, 0.26279], [-1.31924, -2.08378, -0.57726], [0.44309, 2.64060, -1.50162], [-2.30793, -1.77963, -0.23090], [-0.38013, 2.45617, 0.08814], [-1.95504, 0.18625, 2.28595], [1.92751, -0.76966, 2.11203], [-1.63536, 0.53777, -0.94639], [-1.33456, -3.10137, -0.94431], [-2.75759, 0.52737, 1.88358], [1.75730, -0.76280, 1.03629]], "forces_ev_per_a": [[0.31, 0.18, -0.04], [-0.14, -0.12, -0.29], [0.10, -0.24, 0.18], [-0.09, -0.14, -0.11], [-0.06, 0.15, 0.15], [0.81, -0.53, 0.28], [-0.28, 0.06, 0.04], [-0.04, 0.85, -0.51], [0.36, -0.09, -0.22], [0.16, -0.03, -0.63], [-0.18, -0.25, 0.03], [-0.47, -0.25, -0.18], [0.01, -0.01, 0.07], [0.04, 0.27, -0.07], [0.16, 0.46, -0.11], [0.74, -0.27, 0.44], [-0.32, -0.04, -0.06], [-0.11, -0.06, -0.13], [-0.33, 0.24, -0.07], [0.07, -0.03, -0.08], [0.23, 0.34, 0.12], [0.13, 0.11, 0.29], [-0.43, -0.25, -0.17], [-0.08, 0.01, 0.00], [-0.61, -0.36, 1.05]]}

No. 2
{"formula": "C5H16N3", "method": "ωB97M-V/def2-TZVPD", "largest_force_ev_per_a": 2.29, "e_tot_ev": -9910.8890, "relative_energy_kj_mol": 183.0, "homo_ev": [-3.3, -9.2], "multiplicity": 2, "lumo_energy_ev": [0.81, 0.61], "orbital_gap_ev": [4.10, 9.85], "species": ["C", "H", "H", "H", "N", "C", "H", "H", "H", "C", "C", "C", "H", "H", "H", "H", "H", "H", "N", "H", "H", "H", "H", "N"], "xyz": [[-0.64776, -0.52162, 0.95481], [-0.68309, 0.44591, 1.46343], [-0.22920, -1.15149, -1.65962], [1.50055, -1.06766, -1.59004], [1.01788, 1.85715, -0.73520], [0.61677, -0.59888, -1.22646], [-1.18709, -2.51693, 1.74202], [-1.07821, 2.42172, -2.03927], [-1.52104, 0.96026, -2.78049], [0.43882, 0.85532, -1.69805], [-0.99542, 1.33937, -1.90852], [-0.87571, -1.53580, 2.09578], [-1.50647, -0.69205, 0.29565], [1.99846, 1.66434, -0.45981], [0.97084, 2.84656, -1.09153], [1.13105, -1.43419, 0.52405], [1.05821, -2.35819, 2.42636], [0.66006, 1.76208, 0.24025], [0.60861, -0.61901, 0.23419], [0.69599, -0.97606, 3.25701], [0.89049, 1.01253, -2.66860], [-1.59545, 1.20156, -1.01231], [-1.59666, -1.05369, 2.75312], [0.32838, -1.84123, 2.88321]], "forces_ev_per_a": [[-0.45, -0.52, 0.23], [-0.34, 0.31, -0.40], [-0.03, -0.09, -0.01], [0.93, -0.02, -0.19], [0.89, -0.85, 0.49], [-1.81, 1.18, 0.75], [-0.62, 0.18, -0.21], [0.63, 0.05, -0.12], [0.18, -0.66, -0.01], [-0.69, 0.68, -0.69], [-0.84, 0.46, 0.56], [1.87, -0.45, -0.21], [0.00, 0.59, -0.14], [0.67, 0.06, -0.70], [-0.01, 0.08, 0.19], [0.00, 0.07, 0.27], [0.00, -0.03, -0.32], [-0.87, 0.37, -0.21], [0.60, -1.11, -0.20], [0.37, -0.14, 0.06], [0.71, -0.01, 0.01], [-0.19, -0.43, 0.01], [-0.26, -0.48, 0.07], [-0.73, 0.76, 0.76]]}

No. 3
{"formula": "C5H16N3", "method": "ωB97M-V/def2-TZVPD", "largest_force_ev_per_a": 2.94, "e_tot_ev": -9908.6214, "relative_energy_kj_mol": 105.6, "homo_ev": -14.6, "lumo_energy_ev": -3.15, "charge": 1, "orbital_gap_ev": 11.46, "species": ["H", "H", "H", "H", "H", "C", "H", "H", "H", "C", "H", "H", "H", "C", "C", "N", "N", "H", "H", "H", "H", "C", "N", "H"], "xyz": [[-1.48008, -2.72182, -2.06700], [2.11021, -0.50144, 1.60073], [0.13782, -2.29344, -2.52350], [-0.67039, -0.18952, -3.50162], [0.43690, 1.45400, -1.44158], [-1.35022, 0.76223, 2.73103], [0.33445, -0.61580, 2.47628], [2.16492, 1.51055, -1.24070], [-2.12483, -1.19027, -3.67476], [-1.44998, -0.70167, -2.95990], [2.98122, 0.74950, 0.87254], [-1.70247, 1.53158, 2.06992], [-0.93419, 1.29108, 3.58532], [-0.58161, -0.25978, 1.97900], [1.09508, 0.64066, 0.27793], [-0.12450, 0.22365, 0.59656], [2.25228, 0.05368, 0.76920], [-2.07153, -0.13908, -2.22010], [-0.84548, 0.65190, 0.03220], [-0.48019, -1.51408, -1.17364], [-1.09539, -1.19576, 1.74793], [-0.80431, -1.86598, -2.18569], [1.25150, 1.31157, -0.86515], [-2.20829, 0.22375, 3.14777]], "forces_ev_per_a": [[0.04, 0.34, 0.17], [0.21, 0.05, 0.09], [-0.08, 0.20, -0.89], [-0.15, 0.82, -0.04], [0.20, 0.37, -0.12], [-1.41, -0.13, 0.86], [-0.31, 0.33, 0.04], [-0.11, -0.17, -0.07], [0.06, 0.68, -0.05], [-0.36, -1.76, 0.64], [0.38, -0.35, 0.04], [-0.46, 0.30, -0.36], [0.80, -0.30, -0.16], [2.24, -0.96, -1.64], [0.76, -2.33, -1.54], [0.20, 0.66, 1.63], [-1.33, 1.38, 0.62], [0.58, 0.11, -0.98], [-0.24, -0.18, 0.09], [-0.58, -0.38, -0.46], [-0.43, 0.36, 0.21], [0.52, -0.04, 1.60], [-0.37, 0.56, 0.42], [-0.15, 0.42, -0.09]]}

No. 4
{"formula": "C5H16N3", "method": "ωB97M-V/def2-TZVPD", "largest_force_ev_per_a": 5.95, "e_tot_ev": -9906.6922, "relative_energy_kj_mol": 291.8, "homo_ev": -14.1, "lumo_energy_ev": -3.58, "charge": 1, "orbital_gap_ev": 10.47, "species": ["C", "H", "H", "C", "H", "H", "H", "H", "H", "H", "C", "H", "C", "H", "H", "N", "H", "H", "H", "H", "N", "H", "C", "N"], "xyz": [[-1.85231, -1.15082, 0.39936], [1.73534, -0.53579, -2.30273], [0.44469, 2.24829, -0.48862], [-1.94478, -2.19041, 1.44265], [-2.38197, -3.10277, 1.18734], [0.41317, 1.68857, 1.34175], [3.06294, 1.89115, 0.14307], [-1.07219, -2.53851, 1.89422], [-2.59856, -1.71220, 2.08953], [0.16618, -0.74465, 0.93751], [0.85899, 2.34874, 0.62986], [0.22689, 3.27464, 0.79057], [0.14226, -0.97233, -1.15059], [-2.45470, -1.54147, -0.50268], [-0.08848, -1.76675, -3.04673], [1.23196, -0.19121, -1.53286], [2.45332, 3.66555, 0.10998], [-2.50183, -0.24215, 0.75509], [2.53965, 2.65425, 1.79791], [-1.50972, -1.64601, -2.19793], [-0.52485, -1.51430, -2.25236], [1.76592, 0.34422, -0.85195], [2.36916, 2.54648, 0.70242], [-0.48106, -0.81250, 0.10520]], "forces_ev_per_a": [[-2.28, 0.55, -1.77], [0.76, -0.24, -1.13], [0.97, -0.77, 2.22], [-0.66, 0.06, 0.16], [-1.05, -1.31, -1.08], [-0.12, -1.08, 0.11], [-0.56, -0.03, 0.63], [1.80, 0.26, 0.97], [-0.98, 0.00, 2.29], [-1.02, 0.22, -1.56], [-2.16, 1.38, -3.30], [1.39, -0.42, 0.46], [-1.76, 2.57, -0.84], [1.34, 0.87, 0.95], [1.90, -0.62, -3.09], [-1.49, -1.56, 2.61], [0.48, -3.04, 1.97], [1.79, -1.17, -0.91], [0.89, 0.01, -1.03], [-0.37, -0.46, 0.12], [-0.71, 1.37, 5.75], [-0.26, -0.33, 0.02], [-0.85, 4.02, -1.02], [2.95, -0.28, -2.52]]}

No. 5
{"formula": "C5H16N3", "method": "ωB97M-V/def2-TZVPD", "largest_force_ev_per_a": 2.28, "e_tot_ev": -9907.7194, "relative_energy_kj_mol": 192.6, "homo_ev": -13.2, "lumo_energy_ev": -2.88, "charge": 1, "orbital_gap_ev": 10.30, "species": ["H", "H", "H", "C", "H", "H", "H", "H", "H", "H", "C", "H", "N", "N", "C", "H", "H", "H", "N", "C", "C", "H", "H", "H"], "xyz": [[0.10378, -2.75141, -1.60034], [2.28217, -2.07905, -0.62627], [1.35705, -0.02174, -2.55920], [-1.39639, 2.39392, 1.09584], [-0.52075, -1.11064, -1.30012], [-2.29269, 2.44373, 1.70914], [-1.27092, 0.07767, 2.24985], [-0.45313, 1.16030, -0.31464], [-1.07092, -2.75730, 0.45691], [-2.09734, 0.62850, 0.09767], [0.18995, -1.88234, -0.95860], [-0.33113, -1.19740, 1.02619], [-0.18436, -2.21979, 0.43303], [1.91879, -0.83189, -2.39586], [-1.13911, 0.99031, 0.51513], [-0.81174, 4.49470, 1.22942], [0.20484, 3.37886, 0.14111], [1.65210, -0.44322, -0.26279], [-0.58822, 0.03097, 1.47814], [-0.64441, 3.48302, 0.81875], [1.58421, -1.29819, -0.98387], [0.22399, 0.48226, 1.87884], [0.52900, -2.80152, 0.83415], [2.90677, -0.47900, -2.49062]], "forces_ev_per_a": [[0.05, -0.06, -0.13], [-0.02, 0.45, -0.45], [-0.47, 0.53, -0.32], [0.50, 0.37, -0.25], [0.11, -0.43, 0.00], [0.16, 0.28, 0.17], [0.41, -0.57, -0.09], [0.16, -0.45, -0.06], [0.69, 0.36, -0.02], [0.52, -0.14, 0.25], [-0.42, 0.77, -0.48], [-0.13, -0.17, -0.13], [-0.83, -0.80, -0.38], [1.05, -0.64, 1.53], [-0.56, 1.92, -1.10], [-0.13, -0.83, -0.22], [-0.12, 0.07, 0.15], [-0.08, -0.61, -0.28], [-0.93, 1.32, 1.26], [-0.54, -0.96, 0.29], [1.08, 0.86, -0.70], [0.45, -0.04, 0.14], [0.37, -0.43, 0.37], [-1.33, -0.79, 0.45]]}